--- A ---
Molecular formula: C5H12NO2
Method: DFT, the ωB97M-V functional and the def2-TZVPD basis

Geometry as XYZ:
```
20
C5H12NO2 | the Open Molecules 2025 dataset | the ωB97M-V functional and the def2-TZVPD basis
C -0.500 1.006 1.745
C 3.029 1.101 -0.116
C -2.546 -1.118 -0.593
C -1.596 0.427 0.953
C 1.973 0.611 -0.750
N -1.521 -0.700 0.271
O -0.519 -1.570 0.302
O 1.651 -0.672 -1.013
H -0.352 0.661 2.806
H 0.427 0.884 1.227
H -0.626 2.143 1.783
H 3.930 0.531 0.105
H 3.195 2.124 0.096
H 0.390 -1.165 0.007
H -3.525 -0.818 -0.541
H -2.565 -2.145 -0.602
H -2.177 -0.949 -1.666
H -2.457 0.939 0.658
H 1.221 1.386 -1.182
H 2.526 -1.068 -1.039
```

**LUMO level**: -4.4213 eV
**HOMO energy**: -0.4925 hartree
**Net charge**: +1

---

--- B ---
Molecular formula: C5H12NO2
Method: DFT, the ωB97M-V functional and the def2-TZVPD basis

Geometry as XYZ:
```
20
C5H12NO2 | the Open Molecules 2025 dataset | the ωB97M-V functional and the def2-TZVPD basis
C -2.940 -0.845 -0.310
C -2.940 0.225 0.690
C -1.810 0.051 -0.424
C 3.430 -0.496 -0.673
C -0.627 -0.297 0.304
N -1.824 1.101 -1.362
O 0.510 0.377 0.109
O 3.190 0.261 0.536
H -2.648 -1.831 -0.149
H -3.683 -0.793 -1.012
H -3.582 1.125 0.736
H -2.731 -0.252 1.692
H 2.796 -0.028 -1.440
H 3.404 -1.584 -0.644
H 4.428 -0.284 -0.883
H -0.554 -1.005 1.116
H -0.980 1.304 -1.784
H -2.459 1.038 -2.197
H 4.013 0.787 0.643
H 1.345 0.153 0.622
```

**LUMO level (alpha / beta)**: -4.9352 / -4.9349 eV
**HOMO energy (alpha / beta)**: -0.4988 / -0.4988 hartree
**Net charge**: +1

---

--- C ---
Molecular formula: C5H12NO2
Method: DFT, the ωB97M-V functional and the def2-TZVPD basis

Geometry as XYZ:
```
20
C5H12NO2 | the Open Molecules 2025 dataset | the ωB97M-V functional and the def2-TZVPD basis
O 1.139 1.874 0.804
C 0.263 2.403 1.421
C -1.106 2.534 0.739
C -1.404 1.133 0.195
C -0.431 0.653 -0.973
C -0.444 -0.670 -1.104
N 0.482 -1.300 -2.085
H 0.476 2.767 2.424
H -1.818 2.849 1.526
H -1.064 3.327 -0.086
H -1.477 0.248 0.998
H -2.469 1.054 -0.188
H 0.467 1.191 -1.462
H -1.024 -1.392 -0.539
H 0.405 -2.427 -2.146
H 1.546 -1.083 -2.083
H 0.224 -0.901 -3.080
H 1.605 -4.878 1.870
H 0.607 -5.517 0.927
O 1.095 -4.681 1.043
```

**LUMO level**: -3.6553 eV
**HOMO energy**: -0.4734 hartree
**Net charge**: +1

---

--- D ---
Molecular formula: C5H12NO2
Method: DFT, the ωB97M-V functional and the def2-TZVPD basis

Geometry as XYZ:
```
20
C5H12NO2 | the Open Molecules 2025 dataset | the ωB97M-V functional and the def2-TZVPD basis
N -1.916 -0.223 0.431
C -0.369 -0.318 -0.084
C -0.467 -0.508 -1.626
O -1.313 -1.597 -1.889
C 0.371 0.987 0.056
C 1.248 1.001 1.298
C 2.282 -0.051 1.292
O 2.310 -0.821 0.366
H -2.043 0.827 0.794
H -2.497 -0.443 -0.411
H -2.089 -0.892 1.158
H 0.048 -1.178 0.406
H 0.596 -0.858 -2.035
H -0.813 0.313 -2.213
H -1.142 -1.927 -2.736
H -0.369 1.658 0.358
H 0.956 1.347 -0.802
H 1.656 2.010 1.439
H 0.517 0.692 2.122
H 3.033 -0.018 2.077
```

**LUMO level**: -3.5330 eV
**Structure (SMILES)**: [NH3+][C@@H](CO)CCC=O
**HOMO energy**: -0.5022 hartree
**Net charge**: +1

---

So which one is most stable? That would be D, about 87.5 kJ/mol below the next structure.

---

--- A ---
Molecular formula: C8H12N2O2
Method: DFT, the ωB97M-V functional and the def2-TZVPD basis

Geometry as XYZ:
```
24
C8H12N2O2 | the Open Molecules 2025 dataset | the ωB97M-V functional and the def2-TZVPD basis
C -0.080 -2.666 -0.029
C 0.111 -1.982 1.222
C 0.137 -2.054 -1.197
C 0.648 -0.746 1.249
C 0.532 -0.615 -1.285
C 0.986 -0.066 0.032
C -2.244 1.237 0.375
C 0.045 2.045 0.191
N -1.180 1.909 -0.337
N 2.190 0.668 0.026
O 2.697 0.980 1.099
O 2.647 1.022 -1.061
H -0.368 -3.706 0.006
H -0.119 -2.503 2.138
H 0.022 -2.573 -2.137
H 0.920 -0.266 2.177
H 1.341 -0.474 -2.012
H -0.330 -0.046 -1.675
H -1.846 0.394 0.945
H -2.734 1.927 1.064
H -2.987 0.864 -0.327
H 0.126 2.073 1.265
H 0.759 2.603 -0.391
H -1.271 1.973 -1.336
```

**LUMO level (alpha / beta)**: 0.1362 / 0.1356 eV
**HOMO energy (alpha / beta)**: -0.2692 / -0.2691 hartree
**Net charge**: 0

---

--- B ---
Molecular formula: C8H12N2O2
Method: DFT, the ωB97M-V functional and the def2-TZVPD basis

Geometry as XYZ:
```
24
C8H12N2O2 | the Open Molecules 2025 dataset | the ωB97M-V functional and the def2-TZVPD basis
C 0.736 2.972 -0.251
C 0.735 1.661 -1.326
C 0.362 0.533 -0.669
C 1.090 0.074 0.411
C 0.767 -1.141 1.036
C -0.433 -1.918 0.685
C -1.169 -1.474 -0.316
C -0.885 -0.233 -0.974
H -1.014 3.270 -0.959
H -0.920 2.410 0.256
H 1.390 3.941 -0.601
H 1.146 2.355 0.853
H -0.068 1.991 -2.080
H 1.812 1.603 -1.926
H 1.981 0.561 0.587
H 1.196 -1.430 3.226
H 2.940 -1.181 1.875
H 0.118 -3.194 1.911
H -2.066 -2.281 -0.734
H -2.213 -0.499 -2.559
N -0.631 3.340 -0.074
N 1.625 -1.627 2.005
O -0.672 -3.086 1.262
O -1.637 0.287 -1.881
```

**LUMO level**: 0.1418 eV
**HOMO energy**: -0.2692 hartree
**Net charge**: 0

---

So which one is most stable? That would be A, about 186.6 kJ/mol below the next structure.

---

--- A ---
Molecular formula: C3H9N2O
Method: DFT, the ωB97M-V functional and the def2-TZVPD basis

Geometry as XYZ:
```
15
C3H9N2O | the Open Molecules 2025 dataset | the ωB97M-V functional and the def2-TZVPD basis
C 1.062 1.302 0.518
C -0.794 -2.096 1.493
C 0.283 0.632 -1.685
N 0.378 0.510 -0.444
N -1.176 -1.265 0.647
O 0.837 1.556 -2.513
H 1.482 0.683 1.327
H 1.698 2.015 -0.072
H -1.557 -2.835 1.965
H 0.238 -2.336 1.784
H -0.409 -0.079 -2.154
H -2.161 -1.233 0.529
H -0.314 -0.122 -0.065
H 0.284 1.861 1.110
H 0.720 1.532 -3.511
```

**LUMO level**: -3.2064 eV
**HOMO energy**: -0.5444 hartree
**Net charge**: +1

---

--- B ---
Molecular formula: C3H9N2O
Method: DFT, the ωB97M-V functional and the def2-TZVPD basis

Geometry as XYZ:
```
15
C3H9N2O | the Open Molecules 2025 dataset | the ωB97M-V functional and the def2-TZVPD basis
C -0.014 -0.952 0.636
C 0.970 -0.623 -0.508
C 0.930 0.151 0.653
N -1.994 0.580 -0.541
N 1.372 1.095 1.422
O 0.689 -0.214 -1.766
H -0.981 -0.555 0.305
H 0.014 -1.787 1.423
H 1.730 -1.478 -0.486
H -2.830 0.081 -0.524
H -1.333 0.302 -1.183
H -2.130 1.538 -0.840
H 2.196 1.669 1.308
H 0.992 1.074 2.368
H 0.390 -0.881 -2.267
```

**LUMO level**: -5.1730 eV
**HOMO energy**: -0.5120 hartree
**Net charge**: +1

---

--- C ---
Molecular formula: C3H9N2O
Method: DFT, the ωB97M-V functional and the def2-TZVPD basis

Geometry as XYZ:
```
15
C3H9N2O | the Open Molecules 2025 dataset | the ωB97M-V functional and the def2-TZVPD basis
C 2.307 0.784 0.189
C -2.798 -0.263 -0.173
C 1.006 -1.206 -0.020
N 1.389 -0.086 -0.458
N -1.485 0.091 -0.122
O -1.051 1.020 -0.809
H 3.251 0.815 -0.352
H 1.806 1.716 0.103
H 2.526 0.389 1.128
H -2.960 -0.170 0.835
H -2.848 -1.313 -0.438
H -3.621 0.334 -0.628
H 0.216 -1.891 -0.351
H 1.505 -1.637 0.924
H 1.016 0.330 -1.303
```

**LUMO level**: -4.6636 eV
**HOMO energy**: -0.5053 hartree
**Net charge**: +1

---

--- D ---
Molecular formula: C3H9N2O
Method: DFT, the ωB97M-V functional and the def2-TZVPD basis

Geometry as XYZ:
```
15
C3H9N2O | the Open Molecules 2025 dataset | the ωB97M-V functional and the def2-TZVPD basis
N 0.421 -0.148 2.736
C 0.045 -0.648 1.485
O -0.078 -1.831 1.244
C -0.112 0.320 0.304
C 0.230 -0.257 -1.046
N -0.503 0.471 -2.248
H 0.616 0.808 2.850
H 0.639 -0.820 3.451
H 0.597 1.122 0.604
H -1.092 0.662 0.473
H -0.061 -1.312 -1.024
H 1.332 -0.205 -1.304
H -0.650 1.429 -2.067
H -1.505 0.184 -2.428
H 0.121 0.224 -3.030
```

**LUMO level**: -3.9243 eV
**Structure (SMILES)**: NC(=O)CC[NH3+]
**HOMO energy**: -0.5037 hartree
**Net charge**: +1

---

So which one is most stable? That would be D, about 116.9 kJ/mol below the next structure.

---

--- A ---
Molecular formula: C3H9N2O
Method: DFT, the ωB97M-V functional and the def2-TZVPD basis

Geometry as XYZ:
```
15
C3H9N2O | the Open Molecules 2025 dataset | the ωB97M-V functional and the def2-TZVPD basis
N -1.862 0.955 -0.082
C -0.695 0.467 0.491
C -0.591 -1.040 0.417
N 0.787 -1.086 -0.113
C 0.832 0.473 -0.374
O 1.834 1.015 0.329
H -1.661 1.933 -0.035
H -2.275 0.687 -0.866
H -0.344 0.874 1.417
H -0.565 -1.634 1.355
H -1.235 -1.486 -0.287
H 1.423 -1.536 0.453
H 0.876 -1.437 -1.078
H 0.954 0.555 -1.413
H 2.520 1.262 -0.215
```

**LUMO level**: -3.4528 eV
**Structure (SMILES)**: N[C@H]1C[NH2+][C@@H]1O
**HOMO energy**: -0.4999 hartree
**Net charge**: +1

---

--- B ---
Molecular formula: C3H9N2O
Method: DFT, the ωB97M-V functional and the def2-TZVPD basis

Geometry as XYZ:
```
15
C3H9N2O | the Open Molecules 2025 dataset | the ωB97M-V functional and the def2-TZVPD basis
C 1.561 1.214 0.556
C 1.824 0.306 -0.331
C -1.550 0.302 0.531
N -1.996 0.653 -0.594
N -1.061 -1.068 0.630
O 1.445 -1.072 -0.209
H 1.183 1.161 1.511
H 1.751 2.246 0.151
H 2.269 0.518 -1.332
H -2.267 0.034 -1.402
H -2.467 1.524 -0.635
H -1.590 -1.955 0.368
H -0.780 -1.129 1.649
H -0.031 -1.210 0.111
H 1.711 -1.525 -1.005
```

**LUMO level**: -3.3490 eV
**HOMO energy**: -0.4990 hartree
**Net charge**: +1

---

So which one is most stable? That would be A, about 102.4 kJ/mol below the next structure.